w.
Entry from OMol25: a 2-piece molecular cluster, C3H10NO2 overall (ωB97M-V/def2-TZVPD).

Cartesian coordinates (Å):
C: -1.72 -0.28 -0.29
N: -0.26 -0.43 -0.26
C: 0.32 0.45 0.77
C: 0.73 1.81 0.09
O: 0.31 1.90 -1.19
H: -2.13 -0.82 -1.14
H: -2.01 0.77 -0.32
H: -2.15 -0.77 0.59
H: 0.06 0.06 -1.10
H: 1.16 -0.10 1.20
H: -0.42 0.58 1.54
H: 1.84 1.89 0.21
H: 0.36 2.63 0.75
H: 0.19 -2.09 0.38
H: 0.16 -3.31 1.35
O: 0.67 -2.93 0.63

Properties
- HOMO energy: -2.7 eV
- LUMO level: 4.02 eV
- Total charge: -1

Charges obtained by Mulliken population analysis, quoted in units of e: atom 1 (C): -0.97, atom 2 (N): -0.49, atom 3 (C): -0.67, atom 4 (C): -0.26, atom 5 (O): -0.92, atom 6 (H): 0.32, atom 7 (H): 0.31, atom 8 (H): 0.31, atom 9 (H): 0.27, atom 10 (H): 0.32, atom 11 (H): 0.28, atom 12 (H): 0.21, atom 13 (H): 0.18, atom 14 (H): 0.54, atom 15 (H): 0.28, atom 16 (O): -0.71

=====

x.
Entry from OMol25: a 2-piece molecular cluster, C3H10NO2 overall (ωB97M-V/def2-TZVPD).

Cartesian coordinates (Å):
C: 0.96 -0.39 -1.02
O: -0.36 -0.84 -1.39
C: 0.94 0.24 0.41
C: 0.43 1.67 0.73
N: 0.00 -0.65 1.17
H: 1.30 0.30 -1.76
H: 1.66 -1.27 -1.07
H: 1.97 0.07 0.99
H: -0.49 2.08 0.24
H: 0.14 1.69 1.90
H: 1.01 2.60 0.42
H: -0.62 -0.31 0.37
H: 0.20 -1.68 0.97
H: -1.68 -0.92 -1.16
H: -2.79 -1.70 -0.11
O: -2.69 -0.87 -0.67

Properties
- HOMO energy: -3.8 eV
- LUMO level: 4.23 eV
- Total charge: -1

Charges obtained by Mulliken population analysis, quoted in units of e: atom 1 (C): -0.49, atom 2 (O): -0.85, atom 3 (C): 0.23, atom 4 (C): -1.21, atom 5 (N): -0.79, atom 6 (H): 0.32, atom 7 (H): 0.25, atom 8 (H): 0.18, atom 9 (H): 0.30, atom 10 (H): 0.29, atom 11 (H): 0.34, atom 12 (H): 0.37, atom 13 (H): 0.26, atom 14 (H): 0.39, atom 15 (H): 0.23, atom 16 (O): -0.83

=====

Going by the energies, w is most stable and the next is 133.1 kJ/mol up.